{
  "formula": "C19H28N3O2S",
  "method": "ωB97M-V/def2-TZVPD",
  "species": ["C", "C", "H", "H", "C", "H", "H", "C", "H", "C", "H", "H", "C", "H", "H", "H", "C", "H", "N", "O", "H", "C", "C", "H", "H", "H", "H", "C", "H", "H", "C", "C", "C", "H", "H", "H", "H", "N", "H", "H", "C", "C", "H", "H", "H", "H", "N", "C", "C", "O", "C", "C", "S"],
  "positions_angstrom": [[-2.499011, 0.615736, -1.550666], [-3.972895, -1.827556, -0.750841], [-5.161113, -2.392754, 1.694410], [-1.883713, 0.925638, -2.398061], [-0.520389, 2.988838, -0.094422], [-2.021291, 2.445820, 2.126834], [6.196362, -1.150599, -0.850079], [-2.581017, 1.749015, -0.500487], [1.066754, 3.676944, 1.239225], [1.538584, -0.942184, 0.099445], [2.192560, -2.099418, 1.776128], [5.796645, 0.413002, -1.567357], [3.261169, 0.083363, -1.253233], [-3.489574, 0.360747, -1.916289], [5.546755, -2.494149, 1.011766], [-4.051642, -1.649437, -1.823138], [5.667947, -0.212196, -0.688921], [3.550240, 0.689913, -2.096737], [-1.867859, -0.524457, -0.913634], [-2.062533, -2.185213, 0.621913], [0.129668, 0.609603, 2.792819], [4.222338, -0.465865, -0.418210], [-1.448208, 1.629625, 1.660764], [-4.120029, -0.997976, 1.951541], [-4.133274, -2.891734, -0.563167], [-0.328424, -1.646686, 0.867138], [-1.984442, 0.694522, 1.838229], [4.875376, -1.850231, 1.577607], [1.663514, 2.794204, -0.183246], [4.419622, -2.435809, 2.370303], [-5.052345, -1.329407, 1.499635], [1.926497, -0.160477, -0.990617], [-0.031111, 1.556420, 2.275936], [0.112575, 2.374686, 2.994475], [5.479651, -1.064999, 2.028966], [6.134048, 0.282462, 0.161805], [-0.420625, 3.049035, -1.179828], [-1.327494, 1.821964, 0.224104], [-5.872267, -0.807343, 1.985372], [-6.032161, -1.375849, -0.407172], [0.869935, 2.833390, 0.563894], [3.836650, -1.260636, 0.682277], [-4.982616, 0.016430, -0.179943], [-2.811636, 2.688380, -1.010078], [-1.006476, 3.911102, 0.257796], [-3.396587, 1.533888, 0.194474], [0.170594, -1.052927, 0.198636], [-2.584888, -1.538593, -0.259186], [-0.520516, -0.388265, -0.717410], [0.954862, 1.621472, 1.274911], [-5.073123, -1.055762, 0.002208], [2.495879, -1.494487, 0.936229], [0.517524, 0.403432, -1.858612]],
  "forces_ev_per_angstrom": [[-0.2, 0.5, 0.1], [-0.4, 0.0, 0.0], [0.0, -0.1, 0.1], [-0.2, -0.1, 0.0], [0.0, 0.0, 0.1], [0.0, -0.1, 0.0], [0.1, 0.0, 0.0], [0.0, -0.1, -0.1], [0.0, -0.1, -0.1], [1.1, 0.3, -0.5], [0.0, -0.1, 0.1], [0.1, 0.0, 0.0], [0.0, 0.0, 0.1], [0.1, -0.1, -0.1], [0.1, -0.1, 0.0], [0.0, -0.1, 0.0], [0.1, 0.0, 0.0], [0.1, 0.1, -0.1], [0.3, -0.1, 0.0], [-0.1, -0.1, 0.2], [-0.1, 0.1, 0.0], [-0.3, 0.0, 0.0], [0.0, 0.0, 0.0], [0.1, 0.0, 0.1], [0.1, 0.1, -0.1], [0.0, 0.2, -0.3], [-0.1, 0.0, 0.0], [0.0, 0.0, 0.0], [-0.1, 0.1, 0.0], [0.0, 0.0, 0.1], [-0.1, 0.1, -0.1], [-0.4, -0.4, 0.4], [0.0, 0.0, 0.2], [0.0, -0.1, 0.0], [0.1, 0.0, 0.1], [0.1, 0.0, 0.0], [0.0, 0.1, 0.0], [-0.2, 0.3, 0.1], [0.0, 0.0, 0.1], [0.0, 0.1, -0.1], [0.1, 0.2, -0.1], [-0.2, 0.1, -0.1], [-0.1, 0.0, -0.1], [-0.1, 0.0, 0.1], [0.0, 0.0, -0.1], [0.0, 0.0, -0.1], [-0.7, -0.1, 0.0], [-0.1, -0.2, -0.1], [0.4, -0.4, 0.1], [0.2, 0.0, 0.0], [0.1, -0.1, 0.1], [-0.2, 0.1, -0.1], [0.1, -0.2, 0.0]],
  "mulliken_charge": [-0.973, -1.155, 0.337, 0.419, -0.917, 0.609, 0.363, -0.831, 0.328, -0.634, 0.437, 0.385, -0.981, 0.478, 0.368, 0.345, -1.673, 0.388, 0.315, -0.648, 0.372, 1.218, -0.362, 0.207, 0.452, 0.383, -0.074, -1.757, 0.280, 0.395, -1.162, 0.909, -0.739, 0.249, 0.353, 0.351, 0.498, 0.489, 0.396, 0.398, -0.638, 1.127, 0.131, 0.354, 0.478, 0.424, 0.146, 0.862, 0.159, -0.240, -0.124, -1.158, -0.338],
  "multiplicity": 1,
  "energy_ha": -1453.5389,
  "gap_ev": 8.4,
  "mol_weight_g_mol": 362.519,
  "lumo_ev": -2.9,
  "max_force_ev_per_a": 1.24,
  "total_charge": 1
}